A molecular structure, C29H21CdCl2I2N8O3, computed with ωB97M-V/def2-TZVPD.

Geometry as ORCA input:
```
! RIJCOSX wB97M-V def2-TZVPD def2/J DEFGRID3
* xyz -1 1
C -2.6694 -0.3574 1.1905
C -0.0010 -0.7892 -3.0280
H -0.4925 -3.1586 -0.8452
C 1.4993 -2.5445 1.6362
H 1.5781 2.5216 -1.5985
H -4.7469 -0.1068 1.6258
H 5.6492 1.5926 -1.7433
H 1.9303 -5.6267 3.0835
C 1.3155 4.2293 1.4723
C 1.5740 -4.6115 3.0463
C -3.4697 0.3678 -3.7610
C 1.9034 -3.8631 1.8865
C -0.2133 -1.9606 4.9010
N 3.7099 2.4469 -1.9185
Cl 2.8321 -4.6818 0.6926
C -0.9598 -2.3756 -1.4324
C -1.2109 0.0875 -3.1239
H 0.0159 -1.5670 -3.8103
H 0.9857 -1.9349 -1.5796
H -2.2970 0.3732 1.8895
N 0.1224 -1.4395 -1.6926
H -0.5297 -2.5078 5.7865
H -0.5089 0.9716 3.3148
C 0.0281 4.4797 2.0750
N -1.0549 4.6570 2.4122
N -1.7273 -0.9053 0.4129
C -1.2851 1.1161 -2.1200
C 3.9260 3.8080 -2.3233
C 3.8956 0.4892 -0.9823
N 0.4006 -0.6361 2.5912
C -2.5257 1.7858 -2.0664
C -2.0493 -1.7527 -0.5900
H -1.3642 -2.7867 -2.4054
C -3.3727 -2.0558 -0.8342
O 0.8716 2.0547 1.6114
C -3.5777 1.4477 -2.8890
C 4.6286 1.4865 -1.6205
H -1.0707 -0.0896 5.5814
H 2.9496 4.2399 -2.6622
N 2.6941 6.1588 0.4948
I -4.9042 0.0957 -5.3605
H 4.7367 3.8572 -3.0349
O -0.2705 1.3176 -1.3416
C 0.4834 -2.6433 3.8625
H -5.4285 -1.6864 -0.3007
N 2.5786 0.8431 -0.9194
H 4.2975 -0.4362 -0.5742
H -3.6596 -2.6787 -1.6931
C -4.3863 -1.4285 -0.0776
N 1.7135 2.9681 1.3179
C 2.1450 5.2645 0.9709
H 0.8684 -0.1570 -3.1782
C 2.5114 2.0041 -1.5101
I -2.8605 3.0403 -0.4711
O 1.7247 -1.9054 0.5241
Cl 0.3842 -4.9278 5.3787
C -0.2553 -0.0327 3.5458
Cd 0.7125 0.0866 0.1955
C -2.3142 -0.2981 -3.8833
C 0.8271 -1.9065 2.7127
C -0.5649 -0.6330 4.7949
C -4.0153 -0.6173 1.0026
C 0.8902 -3.9693 4.0362
H -4.5264 1.9480 -2.7262
H 4.1743 4.4602 -1.4390
H -2.2451 -1.1276 -4.5098
*
```

Results
* calculated total energy: -3465.07252 hartree
* gap between HOMO and LUMO: 7.23 eV

These are the Mulliken partial charges, in e, on atoms 1 to 6: number 1, C, carries -0.4265; number 2, C, carries -1.3719; number 3, H, carries 0.4326; number 4, C, carries -0.4243; number 5, H, carries 0.5650; number 6, H, carries 0.3869